Run w
{
  "formula": "C5H10FNS",
  "method": "ωB97M-V/def2-TZVPD",
  "symbols": ["S", "F", "N", "C", "C", "C", "C", "C", "H", "H", "H", "H", "H", "H", "H", "H", "H", "H"],
  "positions_angstrom": [[-1.53, 2.74, 1.60], [2.03, -1.15, -0.27], [-0.39, 0.56, 0.51], [-0.91, 1.84, 0.39], [1.59, -0.08, -0.95], [-0.62, -1.44, -0.91], [0.04, -0.06, -0.74], [-0.05, -0.01, 1.77], [-0.42, 0.68, -1.53], [1.60, -0.31, -2.09], [-1.70, -1.23, -0.71], [-1.03, -0.27, 2.27], [-0.93, 2.10, -0.67], [0.77, -0.82, 1.76], [-0.30, -2.23, -0.27], [0.32, 0.71, 2.49], [-0.61, -1.86, -1.95], [2.14, 0.84, -0.70]],
  "lowdin_charge": [0.618, -0.030, -0.227, -0.705, -0.189, -0.048, -0.347, -0.100, 0.154, 0.147, 0.099, 0.107, 0.058, 0.118, 0.063, 0.059, 0.094, 0.131],
  "total_charge": 0,
  "gap_ev": 9.216,
  "spin_multiplicity": 1,
  "smiles": "C[C@H](CF)N(C)C=S"
}

=====

Run x
{
  "formula": "C5H10FNS",
  "method": "ωB97M-V/def2-TZVPD",
  "symbols": ["S", "F", "N", "C", "C", "C", "C", "C", "H", "H", "H", "H", "H", "H", "H", "H", "H", "H"],
  "positions_angstrom": [[-2.21, -0.88, -0.53], [1.21, -2.17, 0.18], [-0.02, 2.02, 0.24], [0.00, 0.85, -0.65], [-0.56, -0.42, -0.01], [0.65, -1.30, -0.61], [1.30, 0.04, -0.98], [-0.46, -0.54, 1.49], [1.58, 0.02, -2.02], [-0.38, -1.63, 1.77], [0.38, 1.72, 1.21], [2.09, 0.20, -0.23], [-1.32, -0.17, 2.18], [0.56, 2.73, -0.21], [0.25, -1.88, -1.51], [0.41, 0.08, 1.78], [-0.60, 0.99, -1.62], [-2.88, 0.33, -0.47]],
  "lowdin_charge": [0.766, 0.054, 0.035, -0.389, -0.798, -0.369, -0.060, -0.133, 0.102, 0.099, 0.103, 0.128, 0.113, 0.069, 0.155, 0.070, 0.144, -0.091],
  "total_charge": 0,
  "gap_ev": 9.703,
  "spin_multiplicity": 1,
  "smiles": "C[C@]1(S)[C@H](F)C[C@@H]1N"
}

=====

Run y
{
  "formula": "C5H10FNS",
  "method": "ωB97M-V/def2-TZVPD",
  "symbols": ["S", "F", "N", "C", "C", "C", "C", "C", "H", "H", "H", "H", "H", "H", "H", "H", "H", "H"],
  "positions_angstrom": [[-0.82, 1.41, 1.34], [-1.96, 0.15, -0.82], [1.14, -1.75, -0.54], [-0.07, -1.04, -0.08], [-0.61, -0.15, -1.26], [0.91, 1.03, 0.88], [1.94, -0.90, -1.41], [0.14, -0.27, 1.17], [1.68, 1.75, 1.51], [1.17, -0.02, -1.95], [-1.06, -1.61, 0.09], [2.46, -1.63, -2.32], [-0.44, -0.61, -2.20], [0.97, -2.42, -1.15], [0.18, -0.70, 2.18], [2.78, -0.37, -0.67], [1.08, 1.14, -0.23], [-0.04, 0.75, -1.31]],
  "lowdin_charge": [0.800, -0.139, -0.072, -0.355, -0.184, -0.483, -0.156, -0.422, 0.131, 0.110, 0.177, 0.146, 0.102, 0.025, 0.110, 0.122, 0.037, 0.050],
  "total_charge": 0,
  "gap_ev": 9.234,
  "spin_multiplicity": 1,
  "smiles": "CN[C@H](CF)[C@H]1CS1"
}

=====

Q: Which of them is the most stable? A: run w.